Computed, not measured: a structure of composition C23H32BaN4O5SSi2, with ωB97M-V/def2-TZVPD.

E_tot ... -2493.8083 hartree
Total charge ... -2
LUMO level ... 4.306 eV
Gap between HOMO and LUMO ... 5.733 eV
F_max ... 0.8 eV Å⁻¹
HOMO level ... -0.0525 Eh

Atoms and positions in Å:
Ba -0.26 0.36 -0.67
N -0.22 2.59 2.28
C -0.33 3.92 1.66
C -0.75 3.87 0.18
O -0.90 4.93 -0.41
O -0.91 2.69 -0.27
H -1.09 2.09 2.10
H -0.19 2.67 3.29
H 0.64 4.42 1.71
H -1.06 4.56 2.17
N 1.08 -2.37 -1.71
C 1.63 -3.03 -0.53
C 1.78 -2.17 0.75
O 2.12 -2.76 1.78
O 1.58 -0.92 0.64
H 0.07 -2.26 -1.62
H 1.19 -2.98 -2.51
H 2.65 -3.35 -0.76
H 1.08 -3.93 -0.22
C -2.67 -4.35 -1.38
Si -3.06 -2.57 -0.88
C -3.65 -2.66 0.92
C -4.56 -2.06 -1.90
O -1.82 -1.60 -1.07
H -3.56 -4.99 -1.38
H -1.93 -4.79 -0.70
H -2.24 -4.37 -2.39
H -4.54 -3.28 1.04
H -3.89 -1.66 1.29
H -2.86 -3.07 1.56
H -5.43 -2.69 -1.70
H -4.34 -2.12 -2.97
H -4.84 -1.02 -1.68
S -1.17 0.53 4.96
C 0.35 -0.13 4.88
N 1.11 -0.06 3.74
C 2.33 -0.63 3.61
C 2.89 -1.28 4.67
C 2.10 -1.32 5.83
N 0.91 -0.79 5.95
H 0.77 0.41 2.91
H 2.77 -0.52 2.63
H 3.84 -1.77 4.59
H 2.47 -1.83 6.72
C 4.17 -1.62 -5.88
C 4.78 -0.64 -5.11
C 4.02 0.28 -4.41
C 2.62 0.26 -4.44
C 2.03 -0.75 -5.22
C 2.78 -1.66 -5.94
Si 1.45 1.43 -3.45
C 2.61 2.64 -2.54
C 3.54 2.15 -1.60
C 4.29 2.99 -0.79
C 4.12 4.36 -0.88
C 3.20 4.88 -1.77
C 2.46 4.03 -2.59
H 4.76 -2.34 -6.43
H 5.87 -0.60 -5.06
H 4.52 1.04 -3.82
H 0.95 -0.81 -5.24
H 2.28 -2.42 -6.53
H 0.99 2.26 -4.63
H 3.65 1.07 -1.49
H 4.99 2.57 -0.08
H 4.69 5.03 -0.23
H 3.03 5.95 -1.83
H 1.73 4.46 -3.27